Record 1
Molecular formula: C3H3CrF14FeN5O24S10
Method: DFT, wB97M-V/def2-TZVPD

Summary:
HOMO-LUMO gap (spin up / spin down)	5.46 / 4.74	eV
HOMO (spin up / spin down)	-6.7479 / -6.7477	eV
<S²>	24.767

Structure (ORCA input):
```
! RIJCOSX wB97M-V def2-TZVPD def2/J DEFGRID3
* xyz -1 10
Fe -6.73665 -25.88742 -30.85673
Cr -9.61008 -29.58064 -29.16139
C -7.42485 -26.17803 -26.55790
F -6.64899 -25.16042 -26.79625
F -6.70540 -27.25800 -26.39978
F -8.10839 -26.02193 -25.44475
S -8.60097 -26.46281 -28.06099
O -7.82609 -25.90578 -29.19956
O -8.94098 -27.89905 -28.15384
O -9.83470 -25.66594 -27.78042
C -10.63166 -26.86287 -33.22947
F -10.71590 -27.57826 -34.42165
F -10.07146 -25.71429 -33.56409
F -11.80370 -26.57111 -32.71432
S -9.37541 -27.74582 -31.95679
O -10.05438 -28.36830 -30.79691
O -8.54543 -28.70063 -32.66350
O -8.54587 -26.62561 -31.49536
N -5.21053 -25.08950 -30.02448
S -4.26085 -23.60402 -30.29495
O -2.86879 -23.72278 -30.56932
O -4.78671 -22.40113 -29.71644
F -4.87862 -23.55169 -31.81850
S -4.01606 -25.57978 -28.98345
O -3.82974 -24.83532 -27.73711
O -2.96309 -26.42863 -29.46218
F -5.11974 -26.70362 -28.45389
N -6.16111 -26.09899 -32.64207
S -4.65383 -26.64732 -33.31326
O -3.72022 -25.71692 -33.97894
O -4.69381 -27.98244 -33.89629
F -3.99324 -26.78430 -31.86366
S -6.56013 -25.68324 -34.14954
O -7.34911 -26.65610 -34.97158
O -5.95180 -24.62262 -34.88408
F -7.80424 -24.78140 -33.64697
N -11.92474 -23.92286 -28.59084
S -11.95746 -24.26848 -30.29913
O -11.02065 -23.55326 -31.13778
O -13.23920 -24.73087 -30.81581
F -11.29206 -25.69566 -29.94966
S -12.54174 -22.50958 -28.94846
O -13.91603 -22.36582 -29.25469
O -11.58665 -21.52049 -29.40247
F -12.50124 -22.25733 -27.39155
N -7.77204 -29.97519 -29.83540
S -6.25954 -29.29979 -30.17678
O -6.36017 -27.85948 -30.35089
O -5.29059 -30.03662 -31.00974
F -5.72044 -29.41111 -28.66996
S -7.34457 -31.45948 -30.16766
O -6.58817 -32.24317 -29.20034
O -7.50691 -31.81422 -31.56658
F -8.86592 -31.94378 -29.68673
C -7.86177 -21.62882 -31.18449
N -8.19841 -22.91286 -30.46171
O -8.81095 -22.78751 -29.42765
O -7.73962 -23.94687 -30.98331
H -7.26056 -20.95768 -30.57111
H -8.78570 -21.15510 -31.51619
H -7.20349 -21.83943 -32.02735
*
```



Record 2
Molecular formula: C4H9NO
Method: DFT, wB97M-V/def2-TZVPD

Summary:
energy relative to the best compared isomer or geometry (same formula, charge and spin)	360.5	kJ/mol
HOMO-LUMO gap	7.79	eV
HOMO	-7.6783	eV

Structure (ORCA input):
```
! RIJCOSX wB97M-V def2-TZVPD def2/J DEFGRID3
* xyz 0 1
C 0.73017 -1.27841 0.23223
N 0.57107 0.16652 0.27091
C 1.56349 0.95524 0.27052
C -0.93761 0.95065 0.35322
O -0.76847 2.13694 0.56620
C -1.91823 0.04685 0.14249
H 1.77731 -1.55635 0.38030
H 0.11490 -1.71373 1.02090
H 0.38231 -1.64970 -0.73465
H 2.58539 0.58553 0.23458
H 1.32728 2.01714 0.31423
H -0.11553 -0.02597 -2.89624
H -2.94195 0.39567 0.17751
H -1.73979 -0.99793 -0.05953
H -0.60361 0.11554 -2.34885
*
```



Record 3
Molecular formula: C6H5FIN3
Method: DFT, wB97M-V/def2-TZVPD

Summary:
energy relative to the best compared isomer or geometry (same formula, charge and spin)	0.0	kJ/mol
HOMO-LUMO gap	9.90	eV
HOMO	-10.3446	eV

Structure (ORCA input):
```
! RIJCOSX wB97M-V def2-TZVPD def2/J DEFGRID3
* xyz 0 1
C 1.20785 -2.13208 1.66570
C 0.70739 0.53809 -1.46582
C 1.98186 -0.01175 -0.92107
C -0.32709 -0.68136 0.42512
C 1.06511 -0.80721 1.07957
C -0.36233 0.59561 -0.39782
N 1.28136 -3.17731 2.11623
N 2.16002 -0.58341 0.18184
N 0.67690 0.88091 -2.66783
F 3.03537 0.15511 -1.70254
I -2.34585 0.94777 -1.22160
H -0.49718 -1.54578 -0.22423
H -1.09838 -0.67754 1.19759
H 1.17116 -0.08006 1.90073
H -0.16566 1.46235 0.24197
H -0.20727 1.24221 -3.02179
*
```



Record 4
Molecular formula: C5H5N2O2
Method: DFT, wB97M-V/def2-TZVPD

Summary:
energy relative to the best compared isomer or geometry (same formula, charge and spin)	611.8	kJ/mol
HOMO-LUMO gap (spin up / spin down)	7.40 / 6.62	eV
HOMO (spin up / spin down)	-13.6218 / -13.4188	eV

Structure (ORCA input):
```
! RIJCOSX wB97M-V def2-TZVPD def2/J DEFGRID3
* xyz 1 1
C -1.16085 -1.07828 0.05080
C -2.34861 -0.18273 0.11586
C 0.01600 -0.53282 0.11735
C 3.46070 0.14390 -0.34018
C 2.28627 -0.24006 0.46672
N -2.17349 1.05661 0.00724
N -1.23182 1.83372 -0.00727
O 4.41585 0.58592 0.15417
O 1.20161 -0.27496 -0.18870
H -1.25289 -2.15129 0.07830
H -3.43856 -0.60623 0.00724
H 3.15863 0.18894 -1.33915
H 2.34663 -0.25136 1.50657
H -1.11926 2.70155 -0.57443
*
```



Record 5
Molecular formula: C4H10N2O2
Method: DFT, wB97M-V/def2-TZVPD

Summary:
energy relative to the best compared isomer or geometry (same formula, charge and spin)	366.9	kJ/mol
HOMO-LUMO gap	10.83	eV
HOMO	-10.0026	eV

Structure (ORCA input):
```
! RIJCOSX wB97M-V def2-TZVPD def2/J DEFGRID3
* xyz 0 1
C 0.72953 -0.40447 1.22780
C 1.46987 -1.60579 -0.73060
C -1.25457 2.51090 -0.93478
N -0.01777 0.55863 0.44069
C -0.99594 0.30121 -0.29911
N -0.16811 -1.35663 1.82232
O 1.80492 -0.95219 0.48124
O -1.86752 -0.27455 -0.82429
H -0.39647 2.07174 -0.18003
H 1.22840 0.14962 2.02533
H -0.69967 -1.87785 1.13349
H 0.33676 -2.00673 2.41094
H 1.07699 -0.90409 -1.47344
H 0.74490 -2.41383 -0.58080
H 2.39679 -2.03646 -1.10409
H -0.91799 3.55097 -0.87493
H -2.27354 2.47955 -0.56458
H -1.19659 2.20996 -1.97517
*
```



Record 6
Molecular formula: C39H41F10NO35P
Method: DFT, wB97M-V/def2-TZVPD

Summary:
energy relative to the best compared isomer or geometry (same formula, charge and spin)	53.7	kJ/mol
HOMO-LUMO gap	8.12	eV
HOMO	-12.4820	eV

Structure (ORCA input):
```
! RIJCOSX wB97M-V def2-TZVPD def2/J DEFGRID3
* xyz 1 1
O -0.08022 1.03865 -3.27888
P 1.26547 0.57065 -2.91027
C 2.42235 1.87735 -2.33969
N 3.49162 1.40911 -1.62975
C 4.45576 2.18832 -1.14107
O 5.46344 1.57065 -0.50913
C 4.38160 3.56436 -1.31327
C 3.29555 4.07338 -2.01653
C 3.20400 5.55640 -2.22811
O 3.64133 6.05587 -3.20549
O 2.61680 6.27932 -1.27459
C 2.30064 3.23931 -2.56649
C 1.17582 3.81972 -3.38337
C 1.27156 3.26619 -4.81666
C 1.19037 4.25284 -5.90208
O 0.12097 3.35525 -5.55821
H 1.17420 -0.29029 -1.80351
H 1.97238 -0.13300 -3.88429
H 3.57525 0.40091 -1.45548
H 5.49686 1.85029 0.41446
H 5.14150 4.23591 -0.93362
H 2.15700 5.67613 -0.67335
H 0.20004 3.52552 -3.01131
H 1.29293 4.88885 -3.49616
H 1.93521 2.42403 -4.97211
H 0.97975 5.28260 -5.66592
H 1.59174 3.92460 -6.84738
C 6.95648 8.23096 0.02365
C 6.37235 7.45836 1.18340
O 6.03116 6.21467 0.56644
C 6.88389 6.03804 -0.47637
O 7.02988 4.99185 -1.03401
O 7.52005 7.17277 -0.78006
F 5.25423 8.02686 1.67338
H 6.18396 8.74373 -0.54261
H 7.71901 8.94451 0.31930
H 7.06763 7.27072 2.00258
C 2.54106 0.27149 2.35403
C 1.62282 -0.91628 2.51108
O 1.45667 -1.34894 1.15384
C 2.57951 -1.00746 0.49019
O 2.89417 -1.44318 -0.57695
O 3.30569 -0.10388 1.18848
F 0.42759 -0.53515 2.98248
H 1.98254 1.18460 2.14347
H 3.18620 0.43215 3.21277
H 2.02159 -1.73543 3.10602
C 0.30449 -3.88856 -0.41249
C -0.69655 -3.24558 -1.34008
O -1.51563 -4.34018 -1.70544
C -1.49178 -5.21797 -0.66912
O -2.27921 -6.09292 -0.52371
O -0.47417 -4.93974 0.17606
F -0.09004 -2.73881 -2.44491
H 1.14891 -4.31490 -0.95638
H 0.67038 -3.20854 0.34517
H -1.31395 -2.47259 -0.87825
C -2.36600 -3.60729 3.85846
C -2.53027 -3.47256 5.35396
O -1.18327 -3.37941 5.80052
C -0.46390 -2.82878 4.79211
O 0.63358 -2.38596 4.90857
O -1.16028 -2.85925 3.63403
F -3.10138 -4.57465 5.89482
H -2.21223 -4.64577 3.56137
H -3.19531 -3.19023 3.29356
H -3.08117 -2.58715 5.67386
C -4.83987 -4.79701 -3.30574
C -5.98277 -5.22248 -2.41634
O -5.52967 -4.80208 -1.13102
C -4.70870 -3.74171 -1.32532
O -4.35546 -2.99760 -0.46431
O -4.33973 -3.64023 -2.61806
F -6.13985 -6.57176 -2.41490
H -4.05733 -5.55614 -3.35203
H -5.15410 -4.54017 -4.31336
H -6.93838 -4.73633 -2.62487
C -8.88715 -3.89678 0.92269
C -9.19477 -2.41993 0.81573
O -8.47069 -2.04567 -0.34788
C -8.38763 -3.14400 -1.13717
O -8.06648 -3.13582 -2.28314
O -8.71480 -4.25768 -0.45319
F -8.72623 -1.72292 1.87569
H -7.95801 -4.07674 1.46433
H -9.68750 -4.47285 1.37797
H -10.25038 -2.18469 0.67255
C 3.06675 9.51389 -2.60328
C 3.81241 10.12830 -3.76407
O 4.54592 11.16863 -3.13597
C 4.77293 10.78492 -1.85063
O 5.57468 11.26956 -1.12634
O 3.97277 9.73852 -1.51739
F 2.97403 10.65922 -4.68147
H 2.12573 10.03082 -2.41168
H 2.87665 8.45350 -2.73444
H 4.50737 9.45222 -4.26578
C -4.15121 -3.55344 8.61568
C -4.88897 -3.22056 9.89115
O -5.23115 -1.85962 9.69471
C -5.34697 -1.65590 8.35438
O -5.85990 -0.71653 7.85225
O -4.79441 -2.69153 7.66383
F -4.09211 -3.32764 10.97938
H -3.09274 -3.29737 8.68332
H -4.24825 -4.59444 8.32216
H -5.79761 -3.80170 10.05545
C 6.88431 1.64900 -5.25701
C 7.23349 0.34532 -4.57498
O 5.97318 -0.05844 -4.04439
C 5.01465 0.46306 -4.84775
O 3.87331 0.11893 -4.84040
O 5.51936 1.41970 -5.64625
F 8.10587 0.51947 -3.56100
H 6.92774 2.48961 -4.56313
H 7.50456 1.86440 -6.12173
H 7.60650 -0.43319 -5.24117
C -4.28317 -7.36200 1.78347
C -3.68270 -8.41614 2.68145
O -4.76895 -8.75574 3.52230
C -5.91728 -8.52733 2.81558
O -6.98578 -8.93291 3.11822
O -5.65368 -7.77250 1.72091
F -2.67029 -7.92010 3.44084
H -4.22194 -6.36951 2.23360
H -3.83530 -7.33294 0.79527
H -3.33290 -9.30942 2.16232
*
```



| no. | maximum force (Eh/bohr) | E_tot (a.u.) |
| --- | --- | --- |
| 1 | 0.2360 | -9883.5028 |
| 2 | 0.0102 | -287.6951 |
| 3 | 0.0179 | -793.4340 |
| 4 | 0.0728 | -452.9447 |
| 5 | 0.0794 | -418.3212 |
| 6 | 0.0350 | -5538.8053 |